The following is a DFT calculation (ωB97M-V/def2-TZVPD) of a 2-piece molecular cluster, C8H9Cl overall.

```
18
Properties=species:S:1:pos:R:3:forces:R:3
Cl -1.57736 -1.71829 1.92991 -0.04 0.01 0.03
C -0.24920 -1.39691 0.85969 0.33 0.08 -0.30
C 0.88991 -0.76548 1.35454 -0.01 0.04 0.14
C 1.95289 -0.51097 0.48728 0.14 0.09 0.10
C 1.87624 -0.88294 -0.85427 0.10 0.03 -0.11
C 0.72733 -1.51454 -1.33248 -0.01 -0.04 -0.18
C -0.34344 -1.77601 -0.47909 -0.15 -0.05 0.01
H 0.93841 -0.47734 2.41295 -0.03 -0.15 -0.56
H 2.85331 -0.01364 0.87135 -0.45 -0.24 -0.19
H 2.71612 -0.67990 -1.53176 -0.43 -0.10 0.34
H 0.65945 -1.81049 -2.38766 0.03 0.15 0.52
H -1.25277 -2.27224 -0.84305 0.48 0.27 0.19
C -1.04805 2.33220 -0.53953 -0.21 -0.02 0.20
C -2.01557 2.27408 0.37704 0.22 0.01 -0.20
H -0.33315 1.51055 -0.66213 -0.25 0.32 0.02
H -0.94059 3.20323 -1.19599 -0.01 -0.38 0.25
H -2.12304 1.40303 1.03351 0.01 0.36 -0.25
H -2.73047 3.09572 0.49965 0.27 -0.36 -0.01
```
Positions in Å, forces in eV/Å.

For the LUMO energy, the calculation gives 1.01 eV. The SMILES is Clc1ccccc1.C=C. The relative energy (zero: lowest compared OMol25 entry of this formula, charge and spin) comes out at 0.3 kcal/mol. The HOMO-LUMO gap is 10.30 eV.



The following is a DFT calculation (ωB97M-V/def2-TZVPD) of an isolated ion of composition C13H17N2O and charge +1.

```
33
Properties=species:S:1:pos:R:3:forces:R:3
C 1.30771 -1.49283 2.85555 -0.04 0.00 -0.06
C 1.88155 -2.12360 1.76222 0.03 -0.06 0.01
C 1.91367 -1.49505 0.53208 -0.14 0.11 0.10
C 1.36021 -0.22570 0.35324 0.13 0.31 0.39
C 1.42824 0.49969 -0.93871 -0.04 0.28 0.04
C 1.32215 -0.23638 -2.25319 -0.04 -0.06 -0.24
C 2.62970 0.34700 -1.83630 -0.05 0.05 -0.02
C 0.76698 0.39319 1.47147 0.14 -0.31 -0.19
O 0.20848 1.65650 1.30496 0.40 -0.20 0.06
C -1.18263 1.75960 1.50522 -0.11 0.13 0.34
C -1.88660 1.22141 0.30546 0.26 -0.36 0.03
N -2.56537 1.80259 -0.54668 -0.02 0.89 0.44
C -2.96459 0.96566 -1.62586 -0.22 -0.52 -0.45
C -2.26775 -0.40554 -1.38476 -0.36 0.08 -0.77
N -1.64321 -0.25900 -0.04478 0.22 0.22 0.27
C 0.74522 -0.23820 2.70870 -0.06 0.21 -0.07
H 1.30793 -1.97049 3.82187 -0.01 -0.05 0.11
H 2.32310 -3.10086 1.87471 0.05 -0.11 0.01
H 2.38764 -1.99003 -0.30082 0.07 -0.06 -0.13
H 0.99584 1.49248 -0.89456 0.07 -0.07 -0.11
H 1.21446 -1.31174 -2.23401 0.03 -0.10 0.09
H 0.79012 0.24248 -3.06225 -0.01 0.08 -0.05
H 3.41701 -0.31795 -1.51962 0.00 -0.13 0.10
H 2.98577 1.22865 -2.34414 -0.05 0.09 -0.05
H -1.40855 2.82444 1.59520 -0.10 -0.22 -0.03
H -1.50913 1.23938 2.41598 0.06 0.09 -0.09
H -2.66100 1.43662 -2.56180 -0.02 -0.14 0.02
H -4.05485 0.90090 -1.63119 0.08 -0.08 -0.06
H -2.97899 -1.22808 -1.39696 0.15 -0.03 0.12
H -1.49373 -0.58431 -2.12959 0.02 -0.06 0.21
H -2.07578 -0.86053 0.66295 0.16 0.06 -0.09
H -0.60998 -0.44265 -0.02218 -0.56 -0.10 -0.03
H 0.31640 0.27235 3.55778 -0.05 0.07 0.10
```
Positions in Å, forces in eV/Å.

For the LUMO energy, the calculation gives -2.94 eV. The SMILES is c1ccc(C2CC2)c(OCC2=NCC[NH2+]2)c1. The relative energy (zero: lowest compared OMol25 entry of this formula, charge and spin) comes out at 18.3 kcal/mol. As for the charge: +1. The HOMO-LUMO gap is 9.35 eV.



The following is a DFT calculation (ωB97M-V/def2-TZVPD) of C19H29O2Sn as an isolated structure at a distorted geometry.

```
51
Properties=species:S:1:pos:R:3:forces:R:3
Sn 0.00249 -0.03432 0.07307 0.03 -0.27 1.13
C 0.69719 -1.68772 1.69967 2.28 -5.90 -0.65
C -0.70911 -1.68982 1.72167 -2.21 -5.15 -0.61
C -1.16751 -2.13872 0.47207 -0.55 -0.78 0.99
H -1.32511 -1.34972 2.53297 -0.66 -0.97 -0.35
C -0.04531 -2.42222 -0.32723 -0.19 -0.65 -1.52
C 1.10849 -2.14802 0.42997 0.58 -0.87 1.53
H 2.12429 -2.27052 0.09867 0.16 0.09 -0.08
H 1.33829 -1.37292 2.50477 0.54 -0.83 -0.39
H -2.19421 -2.16972 0.15407 -0.15 0.02 -0.07
H -0.06541 -2.73732 -1.35603 0.00 -0.02 -0.12
C 1.50069 1.72308 0.81567 1.44 1.44 -0.23
C 2.30169 0.62908 0.47757 1.02 0.91 -0.01
C 2.13739 0.37908 -0.90683 0.84 0.71 -0.51
H 2.90409 0.05188 1.15637 -0.10 -0.15 0.08
C 1.28199 1.37088 -1.42463 1.13 0.59 -1.01
C 0.86749 2.18438 -0.36513 0.46 0.90 0.27
H 0.15259 2.98568 -0.41333 -0.10 0.14 -0.04
H 1.34789 2.11998 1.80327 -0.02 -0.06 -0.13
H 2.60359 -0.40722 -1.47473 -0.01 -0.11 -0.02
H 0.93649 1.42258 -2.44283 -0.05 -0.05 -0.05
O -1.13161 -0.05822 -1.37303 -3.86 0.13 -5.27
C -0.75381 0.25608 -4.33533 -0.08 -0.08 0.03
C -2.01091 0.45608 -3.56613 -0.06 0.03 0.14
C -0.28321 -1.12092 -4.61423 0.08 -0.08 -0.02
C -0.13111 1.41038 -5.02703 0.03 0.09 -0.06
C -1.78571 0.92388 -2.12413 0.01 -0.42 0.66
H -2.59481 -0.46732 -3.52333 0.05 -0.06 0.00
H -2.64091 1.20888 -4.04983 -0.09 0.15 -0.14
H -1.23901 1.87168 -2.12523 0.14 0.19 -0.08
H -2.74961 1.11958 -1.64133 -0.26 0.19 -0.21
H -0.78211 -1.55992 -5.49153 -0.06 -0.02 -0.10
H -0.49291 -1.78402 -3.77603 0.00 -0.02 0.12
H 0.78769 -1.15572 -4.82123 0.08 0.02 0.01
H -0.57451 1.58728 -6.01883 -0.07 0.00 -0.09
H 0.93739 1.26468 -5.19313 0.08 -0.03 0.04
H -0.26091 2.33938 -4.46873 -0.01 0.05 0.07
C -1.22501 0.82228 3.90137 -0.43 0.23 0.27
C 0.00249 -0.03432 3.49307 -0.15 2.70 1.64
C 1.24129 0.75298 4.02317 0.33 0.02 0.55
C -0.03491 -1.32932 4.46827 -0.13 -0.56 -0.04
O 0.00249 -0.03432 2.07307 -0.18 8.41 6.60
H -1.24721 1.01198 4.99707 0.02 -0.13 -0.43
H -2.18221 0.33138 3.62927 0.51 0.16 0.06
H -1.19761 1.80738 3.38607 0.07 -0.66 0.23
H 1.26039 0.77908 5.13457 -0.06 -0.35 -0.45
H 2.19709 0.29748 3.69177 -0.48 0.31 0.03
H 1.22319 1.82518 3.77537 -0.02 -0.44 -0.41
H -0.93401 -1.97672 4.40727 0.54 0.37 -0.40
H 0.85739 -1.98622 4.41017 -0.53 0.39 -0.26
H -0.05511 -0.99712 5.52927 0.08 0.40 -0.70
```
Positions in Å, forces in eV/Å.

For the LUMO energy (alpha / beta), the calculation gives 2.95 / 2.95 eV. As for the charge: -1. The HOMO-LUMO gap (alpha / beta) is 4.41 / 4.59 eV.